[1]
53
Properties=species:S:1:pos:R:3:forces:R:3 method="wB97M-V/def2-TZVPD" orbital_gap_ev="5.256 / 6.733" multiplicity=3 total_energy_ev=-56786.5631 charge=0 homo_energy_ev="-5.84 / -7.58"
Pt 0.155 0.021 -1.176 -0.3 0.5 0.4
C 0.175 -3.100 3.580 0.0 -0.1 0.1
C 0.250 -3.240 2.198 0.0 -0.1 0.3
C 0.085 -2.145 1.384 0.0 0.3 -0.2
C -0.162 -0.872 1.934 0.1 -0.7 0.7
C -0.245 -0.745 3.336 0.0 0.3 -0.4
C -0.075 -1.849 4.136 0.0 -0.3 0.0
N -0.282 0.163 1.085 0.3 0.5 -2.4
N -0.541 1.380 1.445 -0.2 -0.1 1.5
C -0.477 2.308 0.473 0.1 0.1 -0.9
C -0.758 3.659 0.753 0.1 -0.3 0.0
C -0.715 4.603 -0.248 0.0 0.2 -0.1
C -0.373 4.251 -1.547 0.0 -0.1 -0.1
C -0.064 2.928 -1.849 -0.2 0.1 -0.2
C -0.134 1.980 -0.866 -0.1 -0.6 0.3
H 0.340 -3.954 4.219 0.0 -0.1 0.1
H 0.454 -4.211 1.766 0.0 0.0 0.0
H 0.172 -2.228 0.299 0.0 -0.1 0.1
H -0.418 0.238 3.744 0.0 0.1 0.1
H -0.126 -1.741 5.211 0.0 0.0 0.0
H -1.005 3.931 1.767 0.0 0.0 0.1
H -0.951 5.634 -0.027 0.0 0.0 0.1
H -0.347 4.994 -2.331 0.0 0.1 0.0
H 0.231 2.655 -2.855 0.0 0.0 0.0
Cl 3.385 5.448 1.335 0.0 0.2 0.1
C 3.133 3.902 0.600 0.0 -0.2 -0.1
C 3.133 3.799 -0.781 0.1 0.0 0.1
C 2.919 2.566 -1.363 0.0 -0.4 0.2
C 2.662 1.431 -0.586 0.5 0.5 0.3
C 2.233 0.164 -1.205 -0.4 -0.2 0.2
C 2.725 1.559 0.805 0.1 -0.1 -0.4
C 2.949 2.785 1.397 0.1 0.1 0.0
H 3.294 4.680 -1.385 0.0 0.0 0.0
H 2.914 2.480 -2.441 0.0 0.0 -0.1
H 2.567 -0.704 -0.618 0.0 0.1 -0.2
H 2.594 0.085 -2.238 -0.2 -0.1 0.1
H 2.571 0.687 1.425 -0.1 -0.1 0.1
H 2.973 2.875 2.469 0.0 0.1 0.2
C -2.006 -2.855 -3.560 0.1 0.1 -0.4
N -2.264 -2.948 -2.155 0.0 0.4 0.5
C -2.314 -4.208 -1.445 0.0 -0.4 0.0
C -2.689 -3.786 -0.012 -0.1 -0.4 0.3
N -2.727 -2.339 -0.099 0.3 0.1 -0.4
C -2.396 -1.898 -1.327 -0.6 -0.8 0.2
S -2.298 -0.301 -1.814 0.4 0.9 0.1
H -2.565 -3.630 -4.085 0.0 0.0 0.0
H -0.940 -2.969 -3.780 -0.1 0.0 0.0
H -2.333 -1.873 -3.903 0.1 -0.1 0.0
H -1.338 -4.707 -1.490 -0.1 0.0 0.0
H -3.058 -4.870 -1.899 0.1 0.0 0.1
H -1.950 -4.109 0.726 -0.1 0.0 -0.1
H -3.669 -4.173 0.283 0.1 0.0 0.0
H -2.694 -1.752 0.717 0.1 0.2 -0.1

[2]
97
Properties=species:S:1:pos:R:3:forces:R:3 method="wB97M-V/def2-TZVPD" orbital_gap_ev=6.156 total_energy_ev=-85679.3497 charge=-1 homo_energy_ev=-4.01
Zr -0.001 -0.652 -0.560 -0.3 0.5 0.3
C 0.135 -2.635 3.069 0.0 0.0 0.0
Si 1.112 -1.380 2.014 0.1 -0.1 0.0
C 1.303 0.098 3.225 0.0 0.0 0.0
C 2.904 -2.078 2.006 0.0 0.0 0.0
C 3.466 -2.404 3.246 0.0 0.0 0.0
C 4.759 -2.886 3.376 0.0 0.0 0.0
C 5.534 -3.050 2.237 0.0 0.0 0.0
C 4.996 -2.737 0.998 0.0 0.0 0.0
C 3.689 -2.254 0.847 0.0 0.0 0.0
Si 3.057 -1.963 -0.928 0.0 0.0 0.0
C 4.549 -2.336 -2.043 0.0 0.0 0.0
C 1.892 -3.401 -1.325 0.0 0.0 0.0
H 0.633 -2.880 4.012 0.0 0.0 0.0
H -0.027 -3.566 2.520 0.0 0.0 0.0
H -0.849 -2.221 3.308 0.0 0.0 0.0
H 1.787 -0.210 4.157 0.0 0.0 0.0
H 0.328 0.523 3.488 0.0 0.0 0.0
H 1.916 0.892 2.786 0.0 0.0 0.0
H 2.871 -2.277 4.145 0.0 0.0 0.0
H 5.158 -3.129 4.354 0.0 0.0 0.0
H 6.550 -3.421 2.311 0.0 0.0 0.0
H 5.623 -2.880 0.126 0.0 0.0 0.0
H 4.815 -3.392 -1.933 0.0 0.0 0.0
H 5.429 -1.741 -1.797 0.0 0.0 0.0
H 4.316 -2.171 -3.095 0.0 0.0 0.0
H 2.469 -4.330 -1.308 0.0 0.0 0.0
H 1.445 -3.297 -2.319 0.0 0.0 0.0
H 1.074 -3.517 -0.612 0.0 0.0 0.0
Cl -4.536 -1.993 -5.817 0.0 0.0 0.0
C -3.516 -2.093 -4.393 0.0 0.0 0.0
C -3.404 -3.295 -3.726 0.0 -0.1 0.1
C -2.593 -3.374 -2.595 -0.2 0.1 0.2
C -1.921 -2.249 -2.137 0.2 0.0 -0.2
O -1.087 -2.287 -1.080 0.0 -0.2 -0.2
C -2.014 -1.036 -2.851 -0.2 0.3 0.0
C -1.154 0.069 -2.383 0.2 -0.1 0.0
O -1.480 0.564 -1.073 0.0 0.0 -0.1
C -2.835 -0.960 -3.968 0.1 -0.2 0.0
H -3.933 -4.166 -4.088 0.0 0.0 0.0
H -2.481 -4.307 -2.058 0.0 0.0 0.0
H -1.040 0.883 -3.100 0.0 0.0 0.0
H -2.926 -0.030 -4.516 0.0 0.0 0.0
C -3.782 -2.581 3.711 0.0 0.0 0.0
C -4.493 -1.949 2.517 0.1 0.0 0.0
Sb -3.205 -0.688 1.303 0.0 0.0 0.0
C -4.500 -0.709 -0.420 0.0 0.0 0.0
C -5.973 -0.429 -0.150 0.0 0.0 0.0
C -3.927 1.167 2.148 0.0 0.0 0.0
C -3.421 1.378 3.571 0.0 0.0 0.0
H -4.453 -3.220 4.293 0.0 0.0 0.0
H -3.382 -1.825 4.390 0.0 0.0 0.0
H -2.938 -3.194 3.390 0.0 0.0 0.0
H -5.348 -1.349 2.837 0.0 0.0 0.0
H -4.877 -2.725 1.850 0.0 0.0 0.0
H -4.371 -1.691 -0.881 0.0 0.0 0.0
H -4.077 0.012 -1.119 0.0 0.0 0.0
H -6.399 -1.130 0.571 0.0 0.0 0.0
H -6.558 -0.514 -1.070 0.0 0.0 0.0
H -6.130 0.579 0.240 0.0 0.0 0.0
H -5.019 1.145 2.127 0.0 0.0 0.0
H -3.598 1.976 1.494 0.0 0.0 0.0
H -3.770 0.586 4.237 0.0 0.0 0.0
H -3.764 2.329 3.987 0.0 0.0 0.0
H -2.329 1.382 3.606 0.0 0.0 0.0
C 1.167 3.692 1.642 0.1 -0.1 0.0
Te -0.303 2.260 1.031 0.0 0.0 0.1
C -0.748 3.629 -0.539 0.0 0.0 0.0
C 0.058 4.872 -0.279 0.0 0.0 0.0
C -0.096 5.998 -1.088 0.0 0.0 0.0
C 0.649 7.142 -0.864 0.0 0.0 0.0
C 1.567 7.174 0.179 0.0 0.0 0.0
C 1.727 6.060 0.985 0.0 0.0 0.0
C 0.978 4.904 0.766 0.0 0.0 0.0
H 2.164 3.270 1.516 0.0 0.0 0.0
H 1.029 3.933 2.695 0.0 0.0 0.0
H -1.817 3.834 -0.540 0.0 0.0 0.0
H -0.490 3.172 -1.492 0.0 0.0 0.0
H -0.811 5.968 -1.902 0.0 0.0 0.0
H 0.518 8.008 -1.501 0.0 0.0 0.0
H 2.155 8.064 0.362 0.0 0.0 0.0
H 2.443 6.079 1.799 0.0 0.0 0.0
C 2.242 -0.051 -3.688 0.0 0.0 0.0
C 2.599 0.618 -2.357 0.0 0.0 0.0
C 4.084 1.012 -2.360 0.0 0.0 0.0
C 1.808 1.926 -2.261 0.0 0.0 0.0
C 2.229 -0.289 -1.154 0.0 -0.1 0.0
H 2.492 0.605 -4.529 0.0 0.0 0.0
H 1.174 -0.271 -3.722 0.0 0.0 0.0
H 2.785 -0.987 -3.827 0.0 0.0 0.0
H 4.288 1.745 -3.149 0.0 0.0 0.0
H 4.733 0.156 -2.529 0.0 0.0 0.0
H 4.358 1.462 -1.402 0.0 0.0 0.0
H 2.049 2.595 -3.093 0.0 0.0 0.0
H 2.036 2.449 -1.326 0.0 0.0 0.0
H 0.738 1.720 -2.291 0.0 0.0 0.0
H 2.501 0.270 -0.236 0.0 0.0 0.0

[3]
11
Properties=species:S:1:pos:R:3:forces:R:3 method="wB97M-V/def2-TZVPD" orbital_gap_ev=9.323 relative_energy_kcal_mol=117.2 total_energy_ev=-7761.4426 charge=0 homo_energy_ev=-8.46
O -2.018 0.196 0.531 0.2 0.2 0.4
C -0.833 0.278 -0.036 0.4 0.2 0.4
C -0.101 -0.662 -0.920 0.0 0.1 -0.1
C 0.783 -0.437 0.299 0.5 -0.4 -0.1
N 1.419 0.829 0.365 0.3 -0.2 -0.4
C 0.049 0.955 0.852 0.3 0.5 0.0
H -0.546 -1.651 -1.034 0.0 0.2 0.1
H 0.321 -0.282 -1.852 -0.1 0.0 0.2
H 1.020 -1.215 1.019 -0.2 0.2 -0.1
H 1.533 1.238 -0.560 0.1 -0.1 -0.1
H -1.627 0.750 1.336 -1.6 -0.5 -0.3

[4]
26
Properties=species:S:1:pos:R:3:forces:R:3 method="wB97M-V/def2-TZVPD" orbital_gap_ev=8.960 relative_energy_kcal_mol=20.5 total_energy_ev=-24019.5553 charge=0 homo_energy_ev=-8.76
C -0.571 -2.087 0.901 -1.5 0.1 -0.4
C -0.458 -0.908 -0.109 -0.6 1.5 0.5
C -0.889 -1.425 -1.553 -0.3 1.6 2.6
C 0.902 -0.220 -0.008 0.0 0.2 -0.4
C 1.457 0.130 1.234 0.1 1.0 1.5
C 2.610 0.932 1.301 -1.7 -1.1 -1.5
N 3.273 1.328 0.240 1.4 0.4 -0.5
C 2.840 0.960 -0.956 -0.9 -0.3 0.2
C 1.658 0.237 -1.121 -1.0 0.5 -1.6
Si -1.879 0.868 0.332 2.9 -1.0 -2.8
O -1.493 2.051 -0.882 -0.2 -1.5 1.2
O -1.647 1.566 1.735 0.0 1.1 1.9
O -3.387 0.299 0.108 -0.1 0.3 -0.6
H -1.534 -2.091 1.404 -0.4 0.2 -0.1
H -0.572 -3.077 0.430 0.4 0.3 -0.3
H 0.098 -2.122 1.720 1.2 0.3 0.5
H -0.018 -1.512 -2.171 0.2 -0.6 -0.5
H -1.473 -2.302 -1.308 0.2 -0.4 -0.8
H -1.563 -0.678 -1.950 -0.1 0.0 -0.7
H 0.970 0.078 2.253 0.1 -0.7 -1.6
H 2.902 1.340 2.217 0.6 0.4 1.4
H 3.372 1.307 -1.843 0.0 0.0 0.3
H 1.251 0.281 -2.201 0.5 -0.8 1.9
H -0.548 2.287 -0.873 -0.5 -0.2 0.0
H -1.780 2.515 1.951 0.1 -1.2 -0.5
H -3.519 0.244 -0.852 -0.4 -0.2 0.3

[5]
228
Properties=species:S:1:pos:R:3:forces:R:3 method="wB97M-V/def2-TZVPD" orbital_gap_ev=7.835 relative_energy_kcal_mol=11.7 total_energy_ev=-102784.0716 charge=0 homo_energy_ev=-7.67
C -5.045 -2.848 5.107 0.0 1.1 -0.3
C -4.810 -2.014 3.836 1.7 0.4 -0.2
C -3.611 -1.024 3.916 -0.9 -0.2 0.9
O -4.541 -2.810 2.666 -0.8 0.0 0.5
H -5.407 -2.084 5.795 -0.3 -0.2 0.4
H -4.160 -3.260 5.593 0.2 -0.1 -0.5
H -5.810 -3.615 4.990 0.1 0.1 -0.1
H -5.658 -1.356 3.646 -0.6 -0.4 0.0
H -2.718 -1.540 4.270 0.1 0.2 0.1
H -3.929 -0.212 4.570 0.4 0.0 0.5
H -3.387 -0.509 2.982 -0.1 -0.4 -0.3
H -4.507 -2.106 2.014 0.1 -0.2 -0.7
C -0.808 -0.818 0.672 -0.3 -0.4 0.9
C 0.163 0.064 -0.097 -1.1 0.2 0.1
C -0.482 0.850 -1.251 0.1 -0.5 0.3
O 0.739 0.966 0.855 1.2 -0.5 -0.8
H -1.592 -1.293 0.083 0.0 0.2 -0.1
H -1.212 -0.276 1.527 -0.7 0.6 -0.4
H -0.346 -1.595 1.281 0.6 -0.4 -0.6
H 0.928 -0.579 -0.533 0.5 0.3 0.2
H 0.290 1.432 -1.754 -0.1 0.2 0.0
H -1.296 1.483 -0.899 0.1 0.2 0.2
H -0.920 0.182 -1.993 0.1 -0.2 -0.1
H 0.040 1.353 1.388 -0.6 0.2 0.4
C 0.010 5.489 -1.695 -0.4 -0.2 -0.9
C -1.435 5.109 -1.944 0.7 -0.9 1.0
C -2.445 6.203 -1.703 -0.2 0.2 -0.7
O -1.502 4.415 -3.207 -0.3 0.5 0.5
H 0.590 4.615 -1.992 0.2 0.1 0.2
H 0.174 5.691 -0.636 0.2 0.4 -0.2
H 0.232 6.287 -2.403 0.5 0.5 0.4
H -1.577 4.350 -1.175 -0.6 -0.5 -0.3
H -2.232 7.088 -2.301 0.2 0.2 0.0
H -2.448 6.478 -0.648 0.0 0.0 0.0
H -3.449 5.899 -2.001 -0.1 -0.2 0.2
H -1.161 4.990 -3.896 0.1 0.2 -0.2
C 0.243 3.680 3.428 -1.6 -0.1 -0.2
C -1.243 3.188 3.384 -0.3 -0.7 -0.1
C -2.278 4.141 2.770 1.2 0.3 0.2
O -1.369 1.978 2.628 1.1 -0.1 -0.2
H 0.977 2.896 3.614 -0.3 -0.2 0.2
H 0.299 4.436 4.211 0.3 0.1 -0.1
H 0.500 4.105 2.458 0.0 0.2 0.0
H -1.621 2.902 4.366 0.4 0.4 0.4
H -3.202 3.631 2.499 -0.1 0.0 0.5
H -1.849 4.473 1.824 0.0 0.5 -0.1
H -2.448 4.965 3.463 -0.2 0.2 -0.3
H -2.160 2.104 2.098 -0.4 -0.7 -0.4
C -0.218 -4.671 1.270 -1.4 0.3 0.4
C -1.660 -5.147 0.846 0.3 0.3 1.7
C -1.416 -6.320 -0.105 -0.7 -1.2 0.3
C -2.583 -7.318 -0.226 0.2 0.4 1.3
C -3.173 -7.737 1.182 0.9 0.5 -1.7
C -3.413 -6.586 2.196 -0.9 -0.7 -1.2
N -2.352 -5.568 2.138 1.3 -1.5 -0.6
O -2.425 -4.574 3.164 0.2 -1.0 -1.2
C -4.816 -6.001 1.813 0.4 0.4 1.1
C -3.432 -7.240 3.584 -0.1 0.4 0.2
C -2.512 -4.091 0.145 0.1 0.3 -0.6
H -0.329 -3.777 1.883 0.2 0.3 -0.4
H 0.423 -4.547 0.397 0.0 0.3 0.0
H 0.238 -5.377 1.965 -0.2 -0.4 -0.3
H -1.248 -5.971 -1.124 0.4 0.4 0.1
H -0.522 -6.853 0.220 0.1 0.0 0.1
H -2.239 -8.241 -0.692 0.0 0.1 -0.2
H -3.285 -6.848 -0.915 -0.6 -0.2 0.3
H -2.521 -8.517 1.576 0.3 0.2 0.2
H -4.095 -8.254 0.916 -0.3 0.1 0.6
H -4.863 -5.592 0.803 0.2 0.0 0.0
H -5.666 -6.676 1.914 0.3 -0.4 0.1
H -4.978 -5.203 2.537 -0.4 0.3 -0.3
H -4.072 -8.121 3.644 -0.3 0.1 -0.3
H -2.436 -7.584 3.861 0.1 0.2 -0.1
H -3.781 -6.523 4.328 0.1 0.0 0.1
H -1.970 -3.598 -0.662 0.2 0.0 -0.1
H -2.904 -3.286 0.766 0.2 -0.2 0.4
H -3.364 -4.585 -0.322 -0.1 0.0 0.0
H -3.216 -4.088 2.919 -0.4 0.8 0.1
C 0.922 -1.966 7.789 -0.1 -0.1 0.6
C 1.410 -0.568 7.390 0.0 1.5 -1.6
C 1.574 -0.441 5.813 0.3 -0.1 0.7
C 0.308 -0.430 5.022 -0.8 -0.3 0.2
C -0.585 0.711 5.552 0.4 -1.5 0.2
C -0.858 0.596 7.126 -0.5 0.6 -0.2
N 0.464 0.553 7.794 0.9 -0.7 -2.8
O 0.399 0.782 9.153 -0.4 -0.7 1.2
C -1.497 1.920 7.545 -0.3 0.3 -0.2
C -1.881 -0.562 7.555 1.3 0.1 -0.5
C 2.794 -0.210 7.953 -0.4 -0.2 1.8
H 0.293 -2.460 7.048 0.3 0.1 -0.2
H 0.296 -1.914 8.680 0.0 0.2 0.1
H 1.730 -2.638 8.077 0.2 0.0 -0.3
H 2.052 0.492 5.516 0.4 0.2 0.6
H 2.254 -1.225 5.482 0.0 -0.2 0.1
H -0.167 -1.411 5.050 -0.4 -0.1 0.3
H 0.527 -0.294 3.963 0.1 0.3 0.0
H -1.452 0.740 4.892 -0.6 -0.1 0.6
H -0.045 1.617 5.276 0.1 0.3 0.7
H -1.858 1.901 8.573 -0.3 -0.1 -0.1
H -0.847 2.792 7.476 0.5 -0.2 -0.1
H -2.288 2.115 6.822 -0.5 0.0 0.3
H -2.942 -0.359 7.410 0.1 0.4 -0.4
H -1.611 -1.470 7.016 -0.3 -0.1 -0.1
H -1.769 -0.805 8.611 0.2 0.3 0.1
H 3.652 -0.767 7.575 -0.3 -0.1 -0.3
H 2.744 -0.405 9.024 0.2 -0.5 0.3
H 3.032 0.853 7.996 -0.2 0.2 -0.9
H 0.920 1.575 9.299 0.0 0.1 -0.1
C 3.967 6.680 2.655 0.3 -0.7 -0.1
C 4.574 5.315 2.098 0.2 1.6 -0.1
C 4.404 4.248 3.223 1.1 -0.7 -1.7
C 4.528 2.782 2.694 0.7 1.3 0.4
C 3.693 2.569 1.477 -1.9 -0.7 0.6
C 3.765 3.606 0.342 0.2 -1.4 1.2
N 3.762 4.935 0.917 -1.4 -1.0 1.9
O 3.704 5.869 -0.087 0.6 1.2 -0.9
C 5.076 3.269 -0.329 0.3 0.5 -1.6
C 2.537 3.328 -0.603 1.3 0.4 0.8
C 6.099 5.592 1.701 -1.3 -0.7 0.1
H 4.448 6.976 3.587 0.2 -0.2 0.1
H 2.907 6.581 2.892 -0.1 -0.3 -0.1
H 4.067 7.541 1.995 0.2 -0.2 -0.3
H 5.259 4.375 3.888 -0.4 0.3 0.5
H 3.431 4.347 3.704 0.1 0.2 0.1
H 4.254 2.159 3.546 -0.2 -0.4 -0.3
H 5.546 2.497 2.428 0.4 0.4 0.3
H 2.669 2.481 1.840 -0.4 0.2 -0.2
H 3.893 1.561 1.113 0.1 0.0 -0.5
H 4.838 2.535 -1.100 0.5 -0.3 0.0
H 5.468 4.154 -0.830 0.1 0.0 -0.3
H 5.873 2.918 0.326 -0.3 -0.2 0.1
H 1.599 3.504 -0.074 0.0 0.2 0.0
H 2.631 3.927 -1.509 -0.2 0.0 0.0
H 2.557 2.264 -0.838 0.0 0.0 -0.2
H 6.726 5.926 2.527 -0.2 0.0 0.2
H 6.128 6.349 0.917 -0.1 0.0 0.0
H 6.504 4.667 1.289 0.2 0.1 0.1
H 2.910 6.375 0.096 -0.1 0.1 -0.1
C -1.858 -0.842 -5.552 -0.4 -0.4 0.5
C -1.535 -2.278 -5.046 0.1 1.2 0.3
C -1.832 -3.233 -6.212 0.2 0.4 0.4
C -1.257 -4.607 -5.990 0.3 -0.1 0.5
C 0.278 -4.523 -5.747 -1.6 -0.9 -1.5
C 0.684 -3.585 -4.624 0.8 0.1 -0.5
N -0.060 -2.316 -4.795 -0.5 -1.0 -1.2
O 0.458 -1.263 -4.032 -0.6 -0.3 0.8
C 0.536 -4.322 -3.265 -0.1 -0.2 0.0
C 2.162 -3.317 -4.901 1.6 1.1 0.6
C -2.485 -2.571 -3.804 1.1 -0.2 -1.0
H -2.885 -0.810 -5.916 -0.2 -0.1 0.1
H -1.261 -0.504 -6.399 0.4 -0.2 0.2
H -1.792 -0.154 -4.709 0.2 0.2 -0.2
H -2.908 -3.275 -6.379 -0.1 0.0 0.2
H -1.419 -2.808 -7.126 0.2 0.1 0.0
H -1.552 -5.185 -6.866 0.5 -0.4 0.1
H -1.744 -5.052 -5.122 -0.1 -0.2 0.1
H 0.691 -4.285 -6.728 0.3 0.9 0.1
H 0.715 -5.516 -5.634 -0.2 -0.2 0.7
H 0.282 -3.661 -2.437 -0.3 0.1 -0.1
H -0.170 -5.144 -3.377 -0.6 0.3 0.2
H 1.417 -4.872 -2.931 0.5 0.3 -0.3
H 2.804 -4.177 -5.090 -0.5 -0.6 0.2
H 2.430 -2.647 -5.718 -0.9 0.1 -0.5
H 2.671 -2.792 -4.092 -0.2 -0.1 0.5
H -2.514 -1.756 -3.081 0.1 0.1 -0.1
H -2.122 -3.461 -3.290 -0.2 -0.1 0.1
H -3.486 -2.756 -4.195 -0.1 0.0 0.2
H 0.981 -0.763 -4.663 0.4 0.2 0.0
C 1.230 0.491 -7.208 -0.3 0.0 2.0
C 2.688 0.896 -7.112 0.8 0.1 -1.1
C 3.028 2.164 -7.880 0.2 1.8 0.0
C 2.625 3.510 -7.248 0.1 -0.8 -0.4
C 3.326 3.625 -5.936 0.4 -0.8 1.4
C 3.118 2.362 -5.003 -0.1 0.6 0.7
N 3.258 1.053 -5.736 0.0 3.1 -2.6
O 2.991 -0.006 -4.933 -0.4 -1.2 0.9
C 4.227 2.297 -3.906 -0.2 0.0 0.0
C 1.720 2.567 -4.362 0.2 -0.3 0.0
C 3.509 -0.161 -7.869 0.1 -0.6 1.0
H 1.070 -0.448 -6.679 0.3 -0.5 -0.3
H 0.803 0.355 -8.202 0.2 0.5 0.0
H 0.694 1.142 -6.518 -0.7 0.5 -0.7
H 4.113 2.267 -7.922 0.3 -0.5 -0.1
H 2.708 2.130 -8.921 -0.3 -0.3 0.1
H 1.544 3.582 -7.129 -0.1 0.1 0.0
H 2.984 4.350 -7.843 -0.3 -0.1 -0.4
H 2.953 4.525 -5.447 -0.1 -0.2 0.6
H 4.392 3.829 -6.029 0.2 -0.3 -0.4
H 5.177 1.944 -4.308 0.0 0.1 -0.4
H 4.429 3.233 -3.386 -0.2 0.3 -0.3
H 4.001 1.606 -3.094 -0.4 -0.2 -0.1
H 0.999 2.832 -5.135 -0.2 -0.4 0.0
H 1.414 1.692 -3.789 -0.2 -0.2 -0.2
H 1.654 3.401 -3.663 0.5 0.1 0.1
H 3.569 -0.031 -8.950 -0.1 0.3 0.1
H 3.062 -1.139 -7.690 0.3 -0.2 0.1
H 4.498 -0.102 -7.414 0.2 -0.3 -0.4
H 3.882 -0.324 -4.772 -0.1 -0.8 0.5
C 2.451 -1.906 2.096 -0.5 -2.4 -0.3
O 2.548 -0.594 2.416 0.7 1.5 0.7
H 3.029 -2.549 2.759 0.3 0.3 0.2
H 1.436 -2.292 2.192 -0.4 0.0 0.0
H 2.764 -2.155 1.082 0.2 0.1 -0.3
H 1.969 -0.100 1.831 -0.4 0.6 -0.2
C -3.568 1.953 -3.756 -0.1 0.0 -1.3
O -3.881 3.324 -3.658 -0.7 -0.4 0.6
H -4.508 1.402 -3.770 0.0 -0.1 0.4
H -3.123 1.762 -4.732 0.1 -0.1 -0.3
H -2.846 1.534 -3.054 -0.2 0.3 0.6
H -3.074 3.817 -3.489 0.5 0.1 -0.1
C -4.926 -1.346 -0.378 0.8 -0.6 -3.1
O -5.302 -0.644 0.719 -0.9 0.5 2.5
H -5.623 -1.065 -1.168 0.3 -0.2 -0.7
H -3.922 -1.027 -0.656 0.1 -0.2 -0.1
H -4.954 -2.434 -0.316 0.1 -0.1 0.5
H -6.245 -0.817 0.766 -0.2 0.4 0.7
C -4.098 2.304 -0.105 0.7 0.3 0.1
O -3.617 1.576 1.015 0.0 0.2 0.0
H -3.633 1.959 -1.028 -0.2 -0.2 -0.1
H -5.186 2.300 -0.181 0.0 0.0 0.0
H -3.728 3.318 0.046 -0.3 0.2 -0.1
H -4.042 0.715 1.019 -0.2 -0.2 0.1
C 3.385 -1.209 -1.875 -2.3 1.4 0.6
O 4.493 -1.561 -2.588 1.7 -0.8 -0.8
H 2.573 -1.922 -2.015 0.3 -0.3 0.0
H 3.500 -1.017 -0.808 0.5 -0.4 0.3
H 2.986 -0.275 -2.271 -0.3 0.3 -0.1
H 5.162 -0.880 -2.480 0.1 0.0 0.1

> What is the charge in the first record?

0

> Which value of charge does entry 3 give?

0